{
  "formula": "C29H48BrCoN3P2S",
  "method": "wB97M-V/def2-TZVPD",
  "symbols": ["N", "C", "C", "C", "C", "C", "C", "Co", "P", "C", "C", "C", "C", "C", "C", "C", "Br", "H", "H", "H", "H", "H", "H", "H", "H", "H", "H", "P", "C", "C", "H", "H", "H", "H", "H", "C", "C", "H", "H", "H", "H", "H", "C", "C", "H", "H", "H", "H", "H", "C", "C", "H", "H", "H", "H", "H", "C", "C", "H", "H", "H", "H", "H", "C", "C", "H", "H", "H", "H", "H", "S", "C", "N", "C", "C", "C", "N", "H", "H", "H", "H", "H", "H", "H", "H"],
  "xyz": [[-3.66, 5.24, -3.07], [-3.51, 5.47, -1.77], [-2.56, 4.81, -0.99], [-1.75, 3.85, -1.62], [-1.82, 3.71, -3.02], [-2.84, 4.40, -3.69], [-1.02, 2.86, -0.79], [0.74, 2.74, -0.29], [3.92, 1.10, -0.64], [-0.24, 1.76, -1.46], [-0.67, 0.41, -1.18], [-0.14, -0.64, -1.96], [-0.06, -1.90, -1.45], [-0.65, -2.19, -0.11], [-1.61, -1.16, 0.39], [-1.61, 0.08, -0.17], [0.81, -2.36, 1.18], [-1.62, 2.60, 0.11], [0.17, 1.95, -2.46], [-2.45, 5.02, 0.08], [-1.14, 3.06, -3.57], [-4.21, 6.17, -1.31], [-3.02, 4.23, -4.76], [0.27, -0.39, -2.95], [-2.32, 0.82, 0.19], [0.57, -2.65, -1.93], [-2.21, -1.37, 1.29], [-1.66, -3.75, -0.29], [2.83, 2.47, -0.15], [3.65, 3.77, -0.06], [2.41, 2.17, 0.83], [2.13, 2.56, -1.08], [2.99, 4.56, 0.31], [4.52, 3.65, 0.60], [4.00, 4.02, -1.07], [2.98, 0.10, -1.82], [3.91, -0.86, -2.56], [2.49, 0.80, -2.51], [2.20, -0.43, -1.25], [3.39, -1.32, -3.41], [4.78, -0.31, -2.94], [4.27, -1.67, -1.91], [3.92, -0.11, 0.76], [5.09, 0.06, 1.73], [3.95, -1.12, 0.33], [2.95, -0.02, 1.26], [5.14, -0.79, 2.41], [6.04, 0.12, 1.20], [4.97, 0.97, 2.33], [-1.97, -4.32, 1.39], [-2.61, -5.70, 1.47], [-2.58, -3.56, 1.89], [-0.99, -4.31, 1.88], [-3.58, -5.73, 0.96], [-1.95, -6.46, 1.04], [-2.76, -5.95, 2.53], [-0.54, -4.85, -1.17], [-0.62, -4.75, -2.69], [-0.79, -5.87, -0.83], [0.47, -4.63, -0.80], [-1.53, -5.23, -3.07], [-0.60, -3.72, -3.06], [0.25, -5.28, -3.11], [-3.16, -3.30, -1.19], [-4.36, -2.82, -0.37], [-3.42, -4.19, -1.79], [-2.86, -2.51, -1.90], [-5.23, -2.75, -1.03], [-4.62, -3.50, 0.45], [-4.19, -1.82, 0.05], [0.35, 4.27, 1.25], [0.24, 3.08, 2.51], [-0.95, 2.58, 2.93], [-0.99, 1.26, 3.55], [0.13, 1.17, 4.58], [1.47, 1.54, 3.99], [1.35, 2.74, 3.19], [-1.75, 2.85, 2.37], [-0.90, 0.47, 2.79], [-1.97, 1.16, 4.03], [0.17, 0.16, 5.01], [-0.09, 1.86, 5.40], [1.86, 0.72, 3.36], [2.20, 1.74, 4.78], [2.20, 3.18, 2.86]],
  "e_lumo_ev": [-5.5848, -6.7583],
  "gap_ha": [0.2456, 0.2328],
  "multiplicity": 4,
  "energy_ev": -172387.48334,
  "total_charge": 2,
  "s2": 3.8112,
  "relative_energy_kcal_mol": 35.39
}